This record from OMol25 describes 3 unconnected molecules or ions with the total composition C4H13N3. The level of theory is ωB97M-V/def2-TZVPD.

Geometry (Å):
H (2.859, 0.050, -0.429)
H (2.863, -1.306, 0.911)
N (-0.017, -0.029, -0.349)
H (1.422, 1.477, 1.683)
H (-2.483, -0.811, 1.680)
H (1.169, 0.316, 1.357)
H (1.024, -0.379, -2.198)
C (-2.276, 0.673, -0.585)
H (1.847, 2.027, 1.197)
H (-1.883, 1.693, -0.542)
H (-2.424, 0.556, -1.615)
H (-3.250, 0.636, -0.075)
H (2.430, -1.575, -0.751)
C (-1.347, -0.070, 0.132)
H (-0.800, 0.207, -2.199)
H (-0.879, -1.313, 1.703)
C (0.075, -0.086, -1.652)
N (-1.571, -0.810, 1.202)
N (0.971, -0.403, 0.485)
C (2.270, -0.853, 0.044)

Atoms 1-3, force components in eV/Å:
-0.7 -1.3 1.2
-1.1 1.1 -0.9
1.7 -1.1 -1.5

Properties
Calculated total energy   -8806.66552 eV
Total charge   +2
Orbital gap (spin up / spin down)   8.159 / 8.160 eV
Energy relative to the best compared isomer or geometry (same formula, charge and spin)   666.9 kJ/mol
LUMO level (spin up / spin down)   -0.388 / -0.388 Eh